Entry from OMol25: a 2-piece molecular cluster, C27H36N3O2 overall at a distorted geometry (ωB97M-V/def2-TZVPD).

Calculated values
* frontier orbital gap: 7.5795 eV
* energy relative to the best compared isomer or geometry (same formula, charge and spin): 1.379 eV
* total charge: +1
* DFT total energy: -1364.91745 Ha
* maximum force: 1.8 eV Å⁻¹

```
68
Properties=species:S:1:pos:R:3:forces:R:3:lowdin_charge:R:1
C 5.831 3.507 2.190 0.29 0.46 -0.41 -0.088
C 6.060 3.417 0.670 0.32 -0.48 0.44 -0.242
C 5.447 2.185 0.004 -0.03 0.52 -0.02 -0.156
C 3.912 2.221 -0.254 0.02 0.33 0.28 -0.285
C 3.209 3.466 0.265 -0.26 -0.36 0.06 -0.043
C 3.315 0.902 0.214 0.63 0.00 -0.27 -0.246
C 3.571 0.362 1.667 -0.44 -0.24 -1.01 -0.064
N 2.392 -0.500 1.890 -0.36 0.03 0.19 0.104
C 1.760 -0.603 0.674 0.11 1.38 0.63 -0.324
N 1.090 -1.634 0.229 -0.73 -0.23 -0.37 0.276
N 1.912 0.585 -0.085 0.71 -1.68 -0.05 0.023
C 0.824 1.404 0.550 -0.43 0.71 -0.80 -0.153
C -0.042 2.038 -0.526 -0.33 0.24 0.29 -0.144
C -0.967 3.162 -0.019 -0.16 -0.20 0.06 -0.420
C -1.501 2.913 1.389 0.04 -0.01 -0.43 -0.073
C -0.368 4.555 -0.142 -0.46 0.08 0.03 -0.074
H 5.298 4.415 2.449 -0.35 -0.03 0.18 0.072
H 5.329 2.633 2.590 -0.20 -0.07 0.10 0.050
H 6.790 3.586 2.687 0.16 -0.09 0.23 0.072
H 7.132 3.330 0.524 0.20 0.00 -0.17 0.105
H 5.784 4.337 0.174 -0.20 0.17 -0.16 0.098
H 5.951 2.068 -0.949 0.01 -0.19 -0.24 0.115
H 5.740 1.324 0.603 -0.06 -0.17 0.07 0.106
H 3.796 2.230 -1.334 -0.18 -0.08 -0.21 0.141
H 2.180 3.479 -0.070 -0.19 0.05 -0.11 0.042
H 3.648 4.371 -0.128 0.29 0.22 0.04 0.090
H 3.195 3.497 1.350 0.10 0.20 0.23 0.086
H 3.854 0.178 -0.398 -0.02 -0.10 -0.21 0.149
H 3.799 1.057 2.457 -0.27 0.23 0.24 0.116
H 4.369 -0.346 1.509 0.61 0.11 0.69 0.119
H 1.785 -0.254 2.664 0.18 -0.58 0.31 0.162
H 0.329 -2.106 0.711 0.73 -0.60 0.40 0.143
H 1.299 -1.934 -0.717 -0.81 0.63 -0.24 0.153
H 1.244 2.146 1.224 0.33 -0.07 0.10 0.121
H 0.165 0.791 1.161 0.00 -0.25 0.14 0.120
H 0.568 2.432 -1.331 0.25 -0.07 -0.17 0.112
H -0.665 1.249 -0.941 -0.01 -0.19 -0.19 0.107
H -1.844 3.143 -0.661 -0.05 -0.01 -0.30 0.131
H -1.983 1.940 1.451 -0.02 -0.18 0.14 0.082
H -2.255 3.657 1.618 -0.05 0.15 0.22 0.087
H -0.695 2.980 2.114 -0.01 0.01 0.32 0.075
H 0.151 4.678 -1.085 0.33 0.04 -0.10 0.078
H -1.184 5.272 -0.161 -0.10 0.20 0.11 0.083
H 0.259 4.833 0.701 0.32 -0.07 0.00 0.080
C -4.949 -6.603 1.320 -0.05 0.00 -0.02 -0.048
C -6.147 -6.544 0.616 0.07 0.01 0.02 -0.042
C -6.295 -5.654 -0.435 -0.07 -0.09 0.05 0.007
C -5.248 -4.812 -0.782 0.14 0.06 0.04 -0.078
C -4.050 -4.857 -0.060 -0.03 0.03 -0.07 -0.087
C -3.903 -5.761 0.985 -0.03 -0.08 0.07 0.000
C -2.935 -3.935 -0.386 0.19 -0.07 0.19 -0.272
O -1.884 -3.958 0.235 -0.02 0.08 0.02 0.071
C -3.132 -2.959 -1.490 -0.08 -0.13 0.09 -0.088
C -2.114 -2.065 -1.767 0.13 0.33 -0.19 -0.022
C -2.251 -1.141 -2.787 -0.09 -0.02 -0.04 -0.061
C -3.418 -1.123 -3.548 0.02 -0.04 0.05 -0.045
C -4.442 -2.017 -3.274 0.06 0.12 -0.06 0.013
C -4.305 -2.933 -2.238 0.03 0.01 0.01 -0.074
C -5.421 -3.872 -1.926 -0.25 -0.05 -0.12 -0.273
O -6.438 -3.865 -2.584 0.05 0.02 0.03 0.124
H -4.835 -7.305 2.136 0.00 0.00 0.00 0.111
H -6.966 -7.195 0.887 0.00 -0.01 0.00 0.113
H -7.223 -5.610 -0.988 0.04 0.06 -0.07 0.125
H -2.972 -5.802 1.533 0.04 0.07 -0.05 0.120
H -1.220 -2.099 -1.165 0.05 -0.03 0.01 0.080
H -1.454 -0.439 -2.997 -0.01 0.00 -0.03 0.101
H -3.528 -0.409 -4.353 0.00 0.00 0.00 0.112
H -5.350 -2.005 -3.861 -0.05 -0.07 0.06 0.126
```
Forces are in eV/Å.

***

Entry from OMol25: one molecule with the formula C4H5NO at a distorted geometry (ωB97M-V/def2-TZVPD).

Calculated values
* frontier orbital gap: 11.1246 eV
* energy relative to the best compared isomer or geometry (same formula, charge and spin): 0.628 eV
* SMILES: N#CCCC=O
* total charge: 0
* DFT total energy: -285.39150 Ha
* maximum force: 1.2 eV Å⁻¹

```
11
Properties=species:S:1:pos:R:3:forces:R:3:lowdin_charge:R:1
N 2.362 -0.069 -1.434 -0.68 0.30 0.88 0.149
C 1.659 0.210 -0.558 0.63 -0.25 -0.75 -0.227
C 0.742 0.491 0.553 0.02 0.04 0.06 -0.182
C -0.465 -0.448 0.503 0.01 -0.01 0.00 -0.162
C -1.363 -0.161 -0.683 -0.01 0.33 -0.14 -0.254
O -1.329 0.873 -1.305 -0.02 -0.55 0.30 0.062
H 1.285 0.366 1.494 -0.06 0.02 -0.15 0.120
H 0.413 1.533 0.484 0.06 -0.16 -0.02 0.122
H -0.152 -1.499 0.476 -0.06 0.14 -0.02 0.122
H -1.072 -0.329 1.412 0.06 -0.02 -0.15 0.125
H -2.080 -0.967 -0.942 0.04 0.15 0.00 0.124
```
Forces are in eV/Å.

***

Number 1: LUMO -4.183 eV. Number 2: LUMO 0.669 eV.